DFT (ωB97M-V/def2-TZVPD) results for C40H53N10O5P as an isolated structure in a non-equilibrium geometry.

Properties
Energy above the lowest of the compared OMol25 structures with the same formula, charge and spin = 1.7152 eV
E = -2820.7691 Ha
Charge = -2
Largest force on an atom = 0.373 Eh/bohr

XYZ file:
```
109
C40H53N10O5P | the OMol25 dataset | ωB97M-V/def2-TZVPD
O -1.97 -2.00 -1.72
H -1.87 -2.66 -1.04
H -1.04 -1.81 -1.89
H -2.06 -1.17 -1.14
P -0.01 -0.26 -0.12
O -0.26 -1.28 0.93
O -1.53 0.07 -0.58
O 0.30 -1.00 -1.36
O 0.78 0.96 0.22
N 0.34 3.47 0.78
C 1.46 4.18 0.97
C 1.20 5.38 1.46
C -0.27 5.31 1.74
C -0.79 4.05 1.26
H 0.49 2.36 0.53
H 2.35 3.88 0.61
H 2.04 6.22 1.55
H -0.97 5.96 2.29
H -1.75 3.46 1.11
N 0.77 -2.36 2.96
C 1.37 -1.60 4.02
C 1.66 -2.55 4.97
C 1.16 -3.86 4.52
C 0.64 -3.65 3.31
H 0.41 -1.75 2.07
H 1.67 -0.60 3.77
H 1.97 -2.21 5.79
H 1.43 -4.61 5.02
H 0.17 -4.29 2.66
N 2.62 1.32 2.10
C 3.56 0.22 2.26
C 4.21 0.43 3.47
C 3.65 1.81 4.06
C 2.61 2.16 3.22
H 1.93 1.44 1.43
H 3.55 -0.50 1.31
H 4.84 -0.17 3.86
H 4.10 2.40 5.00
H 2.03 3.04 3.29
N -1.71 -0.27 3.07
C -2.45 -1.19 3.89
C -3.07 -0.48 4.84
C -2.97 1.00 4.35
C -2.07 1.09 3.37
H -1.14 -0.45 2.30
H -2.29 -2.29 3.50
H -3.75 -0.66 5.65
H -3.27 1.77 4.99
H -1.82 2.01 2.97
N 2.57 -2.17 -1.34
C 2.93 -2.99 -0.26
C 4.18 -3.54 -0.61
C 4.47 -3.01 -1.97
C 3.39 -2.23 -2.31
H 1.80 -1.48 -1.30
H 2.32 -3.16 0.67
H 4.75 -4.15 -0.07
H 5.14 -3.11 -2.73
H 3.20 -1.72 -3.23
N -3.69 1.09 0.09
C -4.58 0.98 1.19
C -5.81 1.48 0.90
C -5.75 1.98 -0.56
C -4.38 1.64 -0.89
H -2.72 0.79 -0.20
H -4.23 0.51 2.11
H -6.65 1.31 1.57
H -6.42 2.50 -1.05
H -3.86 1.92 -1.84
N 0.66 -1.10 -3.82
C 0.99 0.01 -4.52
C 0.83 -0.41 -5.87
C 0.62 -1.94 -5.79
C 0.62 -2.30 -4.48
H 0.65 -1.06 -2.59
H 1.05 0.94 -4.03
H 1.23 0.20 -6.68
H 0.25 -2.51 -6.59
H 0.54 -3.29 -4.16
N -1.56 -3.32 0.68
C -1.02 -4.50 0.34
C -2.13 -5.31 0.16
C -3.37 -4.37 0.44
C -2.91 -3.16 0.78
H -0.96 -2.37 0.75
H 0.05 -4.88 0.30
H -1.90 -6.37 -0.03
H -4.32 -4.77 0.40
H -3.44 -2.39 1.30
N -1.60 1.60 -2.50
C -1.56 2.99 -2.43
C -1.96 3.53 -3.67
C -2.00 2.33 -4.53
C -1.91 1.15 -3.78
H -1.46 0.88 -1.58
H -1.26 3.38 -1.63
H -2.06 4.59 -3.99
H -2.03 1.95 -5.58
H -1.95 0.04 -4.01
N 2.30 1.82 -1.71
C 2.06 3.11 -2.20
C 2.95 3.29 -3.26
C 3.91 2.13 -3.32
C 3.44 1.30 -2.23
H 1.72 1.58 -0.87
H 1.07 3.71 -1.84
H 3.07 4.15 -3.85
H 4.69 1.95 -3.65
H 3.80 0.42 -1.75
```


DFT (ωB97M-V/def2-TZVPD) results for C40H53N10O5P as an isolated structure in a non-equilibrium geometry.

Properties
Energy above the lowest of the compared OMol25 structures with the same formula, charge and spin = 2.4909 eV
E = -2820.7406 Ha
Charge = -2
Largest force on an atom = 0.188 Eh/bohr

XYZ file:
```
109
C40H53N10O5P | the OMol25 dataset | ωB97M-V/def2-TZVPD
O -0.98 1.99 2.45
H -1.12 1.19 2.81
H -1.54 2.04 1.63
H -0.20 1.84 1.83
P -0.16 0.13 -0.02
O -0.31 -1.15 0.65
O 0.66 1.08 0.92
O -1.46 0.75 0.21
O 0.34 0.11 -1.34
N 2.63 0.30 -2.33
C 2.79 0.58 -3.69
C 4.11 0.53 -4.02
C 4.85 0.64 -2.54
C 3.86 0.48 -1.67
H 1.60 0.35 -1.86
H 1.88 0.56 -4.46
H 4.68 0.55 -4.83
H 5.82 0.98 -2.35
H 3.91 0.58 -0.71
N -1.33 -3.75 0.98
C -0.56 -4.84 0.55
C -1.05 -5.98 1.11
C -2.20 -5.42 1.96
C -2.32 -4.07 1.83
H -1.07 -2.72 0.79
H 0.43 -4.69 -0.11
H -0.78 -7.10 1.02
H -2.77 -6.05 2.64
H -3.02 -3.14 2.51
N 0.40 -2.22 -2.43
C -0.79 -2.82 -2.54
C -0.63 -4.07 -2.90
C 0.87 -4.24 -2.95
C 1.51 -3.02 -2.89
H 0.44 -1.08 -2.01
H -1.73 -2.54 -2.06
H -1.26 -4.86 -2.81
H 1.28 -5.15 -3.38
H 2.44 -2.75 -2.78
N 1.76 -2.67 1.24
C 1.72 -3.59 2.29
C 2.91 -4.11 2.38
C 3.69 -3.71 1.18
C 2.88 -2.83 0.48
H 0.89 -1.99 0.91
H 0.84 -3.68 2.87
H 3.32 -4.87 2.98
H 4.68 -3.90 0.88
H 2.74 -2.14 -0.49
N -3.43 0.02 -1.19
C -3.97 -1.26 -1.06
C -4.99 -1.34 -1.94
C -5.11 0.02 -2.62
C -4.09 0.79 -2.06
H -2.47 0.33 -0.51
H -3.46 -1.94 -0.43
H -5.69 -2.12 -2.03
H -5.78 0.33 -3.35
H -3.68 1.80 -2.17
N 2.49 1.08 2.63
C 2.88 -0.03 3.22
C 3.96 0.29 4.11
C 3.83 1.82 4.32
C 3.01 2.23 3.33
H 1.74 1.07 1.71
H 2.56 -1.05 2.64
H 4.53 -0.52 4.56
H 4.47 2.42 4.82
H 2.72 3.34 2.99
N -2.64 2.87 0.35
C -1.92 4.06 0.05
C -2.86 5.08 -0.07
C -4.18 4.40 0.36
C -3.98 3.12 0.58
H -2.20 1.80 0.28
H -0.92 4.04 -0.25
H -2.61 6.27 -0.34
H -4.93 5.05 0.40
H -4.68 2.16 0.70
N -1.23 -0.92 3.02
C -2.57 -0.53 3.16
C -2.81 -0.67 4.46
C -1.71 -1.42 5.06
C -0.65 -1.37 4.17
H -0.94 -1.08 2.12
H -3.28 -0.17 2.36
H -3.66 -0.46 5.04
H -1.82 -1.80 6.10
H 0.24 -1.80 4.14
N 1.49 3.32 0.46
C 2.42 3.50 -0.54
C 2.73 4.88 -0.59
C 1.97 5.58 0.58
C 1.16 4.57 1.16
H 1.22 2.27 0.64
H 2.71 2.73 -1.06
H 3.41 5.47 -1.37
H 1.90 6.51 1.03
H 0.45 4.52 1.88
N -0.30 1.69 -3.20
C 0.34 2.85 -3.64
C -0.07 3.08 -4.95
C -1.02 2.01 -5.38
C -1.26 1.30 -4.19
H -0.03 1.03 -2.42
H 0.99 3.40 -3.14
H 0.43 3.75 -5.44
H -1.32 1.68 -6.41
H -2.00 0.38 -3.96
```